No. 1
Entry from the Open Molecules 2025 dataset: a molecular structure, C14H28N4O7PS2 (wB97M-V/def2-TZVPD).

Computed properties:
calculated total energy	-66217.222	eV
spin multiplicity	1
energy above the lowest of the compared OMol25 structures with the same formula, charge and spin	0.0	kJ/mol
net charge	-1
frontier orbital gap	3.965	eV

Each line ends with the natural charge from an NBO analysis.
Atoms and positions in Å:
C: -3.463 0.545 2.398  -0.631
C: -3.317 1.538 1.148  -0.091
O: -3.325 2.878 1.670  -0.682
S: -2.423 3.920 0.744  2.391
O: -3.140 4.231 -0.514  -0.970
O: -2.350 5.168 1.523  -0.955
N: -0.923 3.260 0.433  -1.211
S: 0.250 4.422 0.106  1.939
O: 0.907 4.750 1.394  -0.952
O: -0.225 5.640 -0.558  -0.937
P: 1.768 3.372 -1.090  1.607
O: 3.240 4.306 -1.208  -1.047
O: 1.137 2.961 -2.579  -0.930
H: -3.011 -0.452 2.097  0.202
H: -2.938 0.975 3.301  0.226
H: -4.547 0.356 2.636  0.194
H: -4.173 1.297 0.460  0.168
H: -2.365 1.241 0.630  0.217
H: 3.691 4.162 -0.349  0.487
H: 1.232 1.998 -2.689  0.526
C: -3.652 2.573 -4.791  -0.613
C: -3.028 1.191 -4.948  -0.375
C: -2.499 0.620 -3.631  -0.510
C: -1.373 1.392 -3.103  0.333
N: -0.488 2.003 -2.680  -0.374
H: -2.915 3.310 -4.465  0.231
H: -4.060 2.911 -5.747  0.203
H: -4.466 2.556 -4.063  0.211
H: -2.225 1.238 -5.689  0.202
H: -3.787 0.508 -5.344  0.196
H: -2.172 -0.411 -3.797  0.239
H: -3.301 0.582 -2.890  0.248
C: 2.234 -1.777 0.786  -0.607
C: 3.528 -0.971 0.733  -0.374
C: 3.398 0.421 1.354  -0.476
C: 2.487 1.273 0.599  0.227
N: 1.742 1.976 -0.032  -0.719
H: 1.445 -1.305 0.199  0.226
H: 2.398 -2.778 0.379  0.199
H: 1.881 -1.884 1.815  0.197
H: 3.860 -0.891 -0.306  0.198
H: 4.303 -1.521 1.275  0.191
H: 4.398 0.890 1.382  0.172
H: 3.058 0.339 2.392  0.226
C: 2.271 -4.904 3.690  -0.613
C: 1.920 -6.287 3.154  -0.378
C: 2.056 -6.394 1.633  -0.511
C: 1.087 -5.552 0.929  0.282
N: 0.331 -4.889 0.374  -0.321
H: 1.585 -4.143 3.313  0.222
H: 2.209 -4.897 4.780  0.215
H: 3.288 -4.620 3.407  0.203
H: 0.903 -6.546 3.461  0.209
H: 2.589 -7.020 3.615  0.203
H: 1.900 -7.434 1.336  0.245
H: 3.071 -6.126 1.328  0.243

=====

No. 2
Entry from the Open Molecules 2025 dataset: a molecular structure, C14H28N4OsS4 (wB97M-V/def2-TZVPD).

Computed properties:
calculated total energy	-66699.771	eV
spin multiplicity	1
energy above the lowest of the compared OMol25 structures with the same formula, charge and spin	0.0	kJ/mol
net charge	+4
frontier orbital gap	6.292	eV

Each line ends with the natural charge from an NBO analysis.
Atoms and positions in Å:
Os: 0.066 -1.151 -0.266  0.509
C: -2.941 -3.016 -0.374  -0.544
C: -3.188 -1.699 0.323  -0.540
S: -2.137 -0.361 -0.329  0.553
C: -2.454 -0.205 -2.138  -0.546
C: -1.784 -1.224 -3.040  -0.558
S: -0.023 -1.492 -2.573  0.669
C: 0.219 -3.286 -2.722  -0.550
C: -0.822 -4.094 -1.958  -0.544
S: -1.154 -3.376 -0.303  0.457
H: -3.283 -3.014 -1.406  0.251
H: -3.464 -3.818 0.153  0.317
H: -2.925 -1.732 1.384  0.275
H: -4.225 -1.354 0.267  0.317
H: -2.086 0.802 -2.351  0.279
H: -3.536 -0.188 -2.287  0.311
H: -1.743 -0.822 -4.056  0.315
H: -2.291 -2.183 -3.083  0.254
H: 1.232 -3.435 -2.344  0.269
H: 0.253 -3.522 -3.791  0.320
H: -0.459 -5.112 -1.807  0.313
H: -1.769 -4.170 -2.490  0.268
C: -1.267 4.721 1.220  -0.633
C: -0.562 3.544 1.864  -0.217
N: -0.223 2.476 0.861  -0.537
C: 0.938 2.173 0.335  0.411
S: 1.099 0.720 -0.786  0.238
N: 2.081 2.798 0.424  -0.509
C: 2.402 4.158 0.990  -0.219
C: 3.664 4.668 0.324  -0.641
H: -1.545 5.432 1.998  0.280
H: -2.184 4.411 0.718  0.227
H: -0.631 5.238 0.502  0.227
H: -1.193 3.047 2.600  0.237
H: 0.359 3.821 2.366  0.231
H: -1.023 1.972 0.507  0.412
H: 2.886 2.360 -0.013  0.441
H: 2.531 4.048 2.066  0.236
H: 1.547 4.798 0.781  0.227
H: 4.524 4.045 0.571  0.235
H: 3.871 5.671 0.697  0.285
H: 3.546 4.738 -0.758  0.236
N: 2.065 -2.870 2.927  -0.425
C: 2.738 -3.549 1.941  0.004
C: 2.131 -3.223 0.775  -0.079
N: 1.091 -2.340 1.064  -0.579
C: 1.086 -2.152 2.395  0.221
H: 2.264 -2.930 3.922  0.487
H: 3.566 -4.207 2.153  0.302
H: 2.361 -3.554 -0.223  0.252
H: 0.391 -1.558 2.967  0.255

=====

No. 3
Entry from the Open Molecules 2025 dataset: a molecular structure, C14H29Br2S2Sb2Se4Tl (wB97M-V/def2-TZVPD).

Computed properties:
calculated total energy	-455900.696	eV
spin multiplicity	1
energy above the lowest of the compared OMol25 structures with the same formula, charge and spin	109.6	kJ/mol
net charge	-2
frontier orbital gap	5.135	eV

Each line ends with the Löwdin charge.
Atoms and positions in Å:
Tl: -0.120 2.382 0.167  0.031
Br: 0.929 2.378 3.527  0.605
C: 2.815 2.080 3.248  -1.036
Br: 3.282 2.012 1.383  0.582
H: 3.068 1.131 3.701  -0.007
H: 3.355 2.900 3.702  -0.008
C: 0.308 4.104 -3.784  -0.146
C: 0.713 3.958 -2.333  -0.795
S: 1.368 2.365 -1.897  0.464
C: 0.482 4.940 -1.430  -0.815
C: -0.179 6.239 -1.808  -0.143
S: 0.788 4.772 0.310  0.457
H: 0.346 3.137 -4.279  0.048
H: 0.976 4.784 -4.324  0.071
H: -0.711 4.484 -3.876  0.074
H: -0.141 6.420 -2.883  0.057
H: 0.306 7.075 -1.303  0.056
H: -1.227 6.234 -1.495  0.085
Se: -5.704 2.913 1.795  -0.322
Sb: -4.646 1.786 -0.058  -0.375
Se: -2.167 1.130 0.990  -0.083
Se: -4.174 3.063 -2.050  -0.303
Se: -5.158 -0.576 -0.302  -0.304
C: 1.643 -4.236 0.235  -0.164
C: 1.877 -2.739 0.069  -0.577
C: 3.100 -2.313 0.880  -0.195
Sb: 0.248 -1.286 0.445  1.416
C: -1.083 -1.780 -1.201  -0.580
C: -0.716 -0.923 -2.407  -0.171
C: -1.187 -3.244 -1.605  -0.155
C: -0.863 -2.137 2.123  -0.583
C: -1.141 -3.632 2.169  -0.145
C: -0.229 -1.658 3.425  -0.178
H: 2.477 -4.808 -0.193  0.066
H: 0.723 -4.582 -0.234  0.044
H: 1.592 -4.502 1.294  0.055
H: 2.090 -2.534 -0.988  0.072
H: 2.917 -2.438 1.954  0.060
H: 3.358 -1.266 0.715  0.033
H: 3.976 -2.925 0.630  0.065
H: -2.052 -1.435 -0.824  0.028
H: 0.279 -1.173 -2.794  0.068
H: -0.722 0.143 -2.178  0.025
H: -1.437 -1.086 -3.215  0.079
H: -0.261 -3.596 -2.072  0.064
H: -1.987 -3.357 -2.345  0.075
H: -1.418 -3.908 -0.773  0.039
H: -1.816 -1.613 1.996  0.038
H: -0.233 -4.215 2.338  0.049
H: -1.616 -3.998 1.260  0.051
H: -1.825 -3.850 2.999  0.072
H: 0.772 -2.084 3.565  0.061
H: -0.837 -1.963 4.285  0.071
H: -0.142 -0.570 3.449  0.022

=====

No. 4
Entry from the Open Molecules 2025 dataset: a single C14H29ClO2Si molecule (wB97M-V/def2-TZVPD).

Computed properties:
calculated total energy	-39484.747	eV
spin multiplicity	1
energy above the lowest of the compared OMol25 structures with the same formula, charge and spin	0.0	kJ/mol
frontier orbital gap	10.911	eV

Each line ends with the natural charge from an NBO analysis.
Atoms and positions in Å:
O: 2.606 1.533 -2.589  -0.596
Cl: 0.254 -5.020 0.129  -0.419
O: 1.188 2.482 -4.072  -0.501
C: 1.492 1.703 -3.018  0.798
C: 2.340 3.015 -4.645  -0.271
C: 0.293 1.177 -2.229  -0.485
C: -0.304 2.188 -1.372  -0.408
C: -1.326 1.644 -0.365  -0.386
C: -1.709 2.607 0.808  -0.399
C: -1.152 2.008 2.093  -0.400
C: -1.827 0.672 2.526  -0.419
C: -0.961 -0.127 3.462  -0.394
C: -1.237 -1.641 3.468  -0.392
C: -0.836 -2.352 2.146  -0.403
C: -0.411 -2.281 -1.362  -1.131
C: 2.662 -3.158 -0.621  -1.118
C: 0.651 -2.266 1.655  -0.895
Si: 0.825 -3.028 -0.065  1.591
H: 1.972 3.776 -5.370  0.191
H: 2.915 2.153 -5.104  0.199
H: 2.887 3.684 -4.007  0.195
H: -0.451 0.776 -2.895  0.214
H: 0.683 0.270 -1.695  0.221
H: -0.683 2.909 -2.098  0.217
H: 0.566 2.524 -0.743  0.202
H: -2.259 1.275 -0.873  0.199
H: -0.919 0.733 0.037  0.193
H: -1.088 3.497 0.525  0.205
H: -2.770 2.897 0.903  0.212
H: -1.322 2.738 2.827  0.203
H: -0.072 1.973 2.158  0.202
H: -2.855 0.827 2.884  0.203
H: -2.155 0.083 1.693  0.197
H: 0.079 -0.064 3.071  0.195
H: -1.053 0.308 4.493  0.209
H: -2.310 -1.718 3.701  0.201
H: -0.670 -2.088 4.249  0.202
H: -1.156 -3.417 2.128  0.228
H: -1.372 -1.800 1.308  0.191
H: 0.030 -2.175 -2.366  0.245
H: -0.945 -1.352 -1.103  0.240
H: -1.195 -3.063 -1.505  0.254
H: 2.753 -3.922 -1.415  0.253
H: 3.172 -3.676 0.203  0.242
H: 3.216 -2.210 -0.713  0.250
H: 1.317 -2.827 2.276  0.233
H: 1.137 -1.265 1.478  0.230

=====

What did the fourth record say?
Entry from the Open Molecules 2025 dataset: a single C14H29ClO2Si molecule (wB97M-V/def2-TZVPD).

Computed properties:
calculated total energy	-39484.747	eV
spin multiplicity	1
energy above the lowest of the compared OMol25 structures with the same formula, charge and spin	0.0	kJ/mol
frontier orbital gap	10.911	eV

Each line ends with the natural charge from an NBO analysis.
Atoms and positions in Å:
O: 2.606 1.533 -2.589  -0.596
Cl: 0.254 -5.020 0.129  -0.419
O: 1.188 2.482 -4.072  -0.501
C: 1.492 1.703 -3.018  0.798
C: 2.340 3.015 -4.645  -0.271
C: 0.293 1.177 -2.229  -0.485
C: -0.304 2.188 -1.372  -0.408
C: -1.326 1.644 -0.365  -0.386
C: -1.709 2.607 0.808  -0.399
C: -1.152 2.008 2.093  -0.400
C: -1.827 0.672 2.526  -0.419
C: -0.961 -0.127 3.462  -0.394
C: -1.237 -1.641 3.468  -0.392
C: -0.836 -2.352 2.146  -0.403
C: -0.411 -2.281 -1.362  -1.131
C: 2.662 -3.158 -0.621  -1.118
C: 0.651 -2.266 1.655  -0.895
Si: 0.825 -3.028 -0.065  1.591
H: 1.972 3.776 -5.370  0.191
H: 2.915 2.153 -5.104  0.199
H: 2.887 3.684 -4.007  0.195
H: -0.451 0.776 -2.895  0.214
H: 0.683 0.270 -1.695  0.221
H: -0.683 2.909 -2.098  0.217
H: 0.566 2.524 -0.743  0.202
H: -2.259 1.275 -0.873  0.199
H: -0.919 0.733 0.037  0.193
H: -1.088 3.497 0.525  0.205
H: -2.770 2.897 0.903  0.212
H: -1.322 2.738 2.827  0.203
H: -0.072 1.973 2.158  0.202
H: -2.855 0.827 2.884  0.203
H: -2.155 0.083 1.693  0.197
H: 0.079 -0.064 3.071  0.195
H: -1.053 0.308 4.493  0.209
H: -2.310 -1.718 3.701  0.201
H: -0.670 -2.088 4.249  0.202
H: -1.156 -3.417 2.128  0.228
H: -1.372 -1.800 1.308  0.191
H: 0.030 -2.175 -2.366  0.245
H: -0.945 -1.352 -1.103  0.240
H: -1.195 -3.063 -1.505  0.254
H: 2.753 -3.922 -1.415  0.253
H: 3.172 -3.676 0.203  0.242
H: 3.216 -2.210 -0.713  0.250
H: 1.317 -2.827 2.276  0.233
H: 1.137 -1.265 1.478  0.230